No. 1
ORCA calculation (wB97M-V/def2-TZVPD) on C5H7N in the gas phase in a non-equilibrium geometry.

Geometry as XYZ:
```
13
Properties=species:S:1:pos:R:3
N 0.840 -0.471 -1.594
C 0.366 -1.067 -0.389
C -1.075 -0.906 0.068
C 0.209 1.155 0.573
C -1.249 0.252 0.699
C 1.120 0.112 0.026
H 2.137 0.062 0.401
H 0.245 0.276 -1.940
H -1.802 -1.686 -0.141
H 0.640 1.672 1.448
H -0.120 1.936 -0.095
H 0.798 -2.049 -0.241
H -2.110 0.713 1.184
```

Properties
ΔE to the lowest compared entry with this formula, charge and spin = 279.22 kJ/mol
total energy = -6785.6186 eV
LUMO level = 1.1 eV
total charge = 0

No. 2
ORCA calculation (wB97M-V/def2-TZVPD) on a molecular structure, C5H7N in a non-equilibrium geometry.

Geometry as XYZ:
```
13
Properties=species:S:1:pos:R:3
N -2.865 0.045 0.961
C 0.387 -1.185 0.652
C -0.740 1.033 -0.195
C 0.128 -0.187 -0.483
C -1.946 0.530 0.455
C 1.581 -0.037 -0.418
H -0.217 1.725 0.476
H 0.171 -2.278 0.533
H 0.470 -1.054 1.747
H -0.166 -0.711 -1.393
H -1.016 1.605 -1.089
H 1.983 0.917 -0.021
H 2.229 -0.402 -1.225
```

Properties
ΔE to the lowest compared entry with this formula, charge and spin = 292.49 kJ/mol
total energy = -6785.4811 eV
LUMO level = 0.8 eV
total charge = 0

No. 3
ORCA calculation (wB97M-V/def2-TZVPD) on C5H7N in the gas phase.

Geometry as XYZ:
```
13
Properties=species:S:1:pos:R:3
N -0.704 -0.473 0.602
C -0.244 0.650 1.447
C 2.003 -1.030 -1.258
C 0.543 -0.049 0.437
C -1.716 -0.384 -0.443
C 1.645 0.005 -0.375
H -1.847 0.664 -0.751
H -2.668 -0.768 -0.072
H -0.162 0.422 2.507
H -1.379 -0.969 -1.299
H 2.164 0.945 -0.208
H 2.918 -0.680 -1.788
H -0.553 1.668 1.199
```

Properties
ΔE to the lowest compared entry with this formula, charge and spin = 548.90 kJ/mol
total energy = -6782.8237 eV
LUMO level = -0.3 eV
total charge = 0

No. 4
ORCA calculation (wB97M-V/def2-TZVPD) on C5H7N in the gas phase in a non-equilibrium geometry.

Geometry as XYZ:
```
13
Properties=species:S:1:pos:R:3
N -0.303 -1.236 -0.107
C -1.882 -0.604 0.005
C -1.837 0.753 0.103
C 1.905 0.043 -0.158
C -0.398 1.006 0.148
C 0.404 -0.100 -0.030
H -2.546 -1.415 -0.052
H 2.254 -0.197 -1.173
H 2.164 1.095 0.006
H 0.034 1.710 0.829
H 0.337 -2.072 -0.251
H 2.487 -0.559 0.548
H -2.620 1.576 0.133
```

Properties
ΔE to the lowest compared entry with this formula, charge and spin = 252.39 kJ/mol
total energy = -6785.8967 eV
LUMO level = 1.0 eV
total charge = 0

No. 5
ORCA calculation (wB97M-V/def2-TZVPD) on a molecular structure, C5H7N in a non-equilibrium geometry.

Geometry as XYZ:
```
13
Properties=species:S:1:pos:R:3
N 1.104 0.314 1.546
C 1.808 -0.616 0.968
C -0.194 0.602 0.965
C -0.050 -0.074 -0.400
C 1.101 -0.763 -0.341
C -1.094 0.020 -1.491
H 1.482 -1.374 -1.150
H -0.684 -0.470 1.708
H 1.172 0.521 2.598
H -0.940 -0.710 -2.287
H -1.068 1.001 -1.957
H -0.531 1.670 0.966
H -2.107 -0.122 -1.125
```

Properties
ΔE to the lowest compared entry with this formula, charge and spin = 367.24 kJ/mol
total energy = -6784.7064 eV
LUMO level = 0.4 eV
total charge = 0

No. 6
ORCA calculation (wB97M-V/def2-TZVPD) on C5H7N in the gas phase in a non-equilibrium geometry.

Geometry as XYZ:
```
13
Properties=species:S:1:pos:R:3
N -1.661 0.040 0.102
C -0.566 -0.429 0.842
C -0.629 0.999 0.309
C 0.623 1.166 -0.503
C 1.271 0.012 -0.657
C 0.540 -1.137 0.015
H 1.203 -1.812 0.567
H 0.069 -1.748 -0.774
H 0.998 2.144 -0.797
H -1.029 1.855 0.841
H -0.788 -0.612 1.896
H -2.218 -0.356 -0.612
H 2.187 -0.122 -1.228
```

Properties
ΔE to the lowest compared entry with this formula, charge and spin = 232.30 kJ/mol
total energy = -6786.1049 eV
LUMO level = 1.3 eV
total charge = 0

No. 7
ORCA calculation (wB97M-V/def2-TZVPD) on C5H7N in the gas phase.

Geometry as XYZ:
```
13
Properties=species:S:1:pos:R:3
N -0.564 1.107 -0.905
C -0.364 -0.267 -1.133
C -0.058 0.123 1.279
C 0.969 -0.782 -0.673
C -1.038 0.282 0.118
C 1.141 -0.545 0.628
H 1.705 -1.219 -1.342
H -2.110 0.131 0.273
H -0.458 -0.450 2.123
H -0.558 2.022 -1.293
H 0.211 1.120 1.655
H -0.934 -0.785 -1.909
H 2.059 -0.737 1.177
```

Properties
ΔE to the lowest compared entry with this formula, charge and spin = 228.35 kJ/mol
total energy = -6786.1459 eV
LUMO level = 1.3 eV
total charge = 0

No. 8
ORCA calculation (wB97M-V/def2-TZVPD) on 2 unconnected molecules or ions with the total composition C5H7N.

Geometry as XYZ:
```
13
Properties=species:S:1:pos:R:3
N -0.996 1.071 -0.355
C 0.584 -0.823 0.126
C -0.779 -1.254 -1.423
C 1.045 1.909 1.632
C 1.862 1.112 2.019
C -0.457 -0.080 -0.390
H 0.260 -1.485 0.943
H 0.281 2.531 1.208
H -1.765 1.148 -1.018
H -1.859 -1.406 -1.374
H -0.287 -2.229 -1.300
H -0.467 -0.870 -2.395
H 2.577 0.377 2.326
```

Properties
ΔE to the lowest compared entry with this formula, charge and spin = 617.37 kJ/mol
total energy = -6782.1140 eV
LUMO level = 0.2 eV
total charge = 0

Going through the records in order, we get frontier orbital gap values of 10.45; 9.98; 7.50; 8.66; 8.46; 9.95; 9.74; 9.13 eV.